Entry 1:
# C10H15NO

A 2-piece molecular cluster, C10H15NO overall at a distorted geometry (wB97M-V/def2-TZVPD, the Open Molecules 2025 dataset).

Structure (XYZ):
```
27
Properties=species:S:1:pos:R:3:forces:R:3:nbo_charge:R:1
C -1.9605 -2.7463 1.1686 0.5 -1.9 0.8 -0.6317
C -0.6720 -2.0785 0.8453 1.0 0.4 -0.3 -0.0199
C 0.0356 -1.3351 1.8029 -0.7 -0.3 -1.1 -0.2425
C 1.2289 -0.6882 1.4602 -1.0 -0.2 1.4 -0.2271
C 1.7114 -0.7515 0.1857 0.5 -0.5 -0.6 -0.2146
C 1.0997 -1.6178 -0.7289 -0.5 0.6 -0.5 -0.1565
C -0.1255 -2.2047 -0.4444 0.5 0.1 1.0 -0.2227
H -2.7828 -2.0896 1.0082 -0.9 0.5 0.3 0.2177
H -1.9054 -3.1756 2.2185 -0.5 0.7 -1.1 0.2181
H -2.1165 -3.6184 0.4981 0.1 0.5 0.4 0.2146
H -0.4837 -1.1546 2.7329 0.4 -0.1 0.4 0.2044
H 1.6904 -0.1563 2.2822 0.3 0.4 -0.3 0.2092
H 2.4814 -0.0578 -0.1518 0.2 -0.6 0.2 0.2180
H 1.4659 -1.6454 -1.7518 0.0 -0.1 0.3 0.2224
H -0.7065 -2.7149 -1.2002 0.2 -0.2 -0.1 0.2057
C 1.2108 2.7228 0.2461 -0.2 0.9 1.2 -0.6141
C -0.1084 2.0425 -0.1530 -0.8 1.4 -0.6 -0.5131
C -0.0978 1.4937 -1.5722 -1.9 -0.2 -1.4 0.6987
N -0.9330 2.1442 -2.5097 0.9 -0.5 0.7 -0.8480
O 0.4537 0.4996 -2.0014 0.7 0.8 0.5 -0.6150
H 1.0616 3.7948 0.5061 -0.2 -0.5 -0.5 0.2120
H 1.9860 2.7065 -0.5182 0.1 -0.4 0.2 0.2234
H 1.5280 2.3333 1.2230 0.5 -0.3 -0.6 0.2198
H -0.4258 1.2627 0.5479 0.3 0.0 -0.3 0.2546
H -0.8975 2.8522 -0.1361 0.6 -1.0 0.0 0.2057
H -0.9743 1.5514 -3.3366 -0.3 0.5 0.2 0.3970
H -1.7637 2.6311 -2.2213 0.0 0.1 0.0 0.3842
```
Forces are in eV/Å.

## Properties
SMILES: Cc1ccccc1.CCC(N)=O
net charge: 0

=====

Entry 2:
# C10H15NO2

A 2-piece molecular cluster, C10H15NO2 overall at a distorted geometry (wB97M-V/def2-TZVPD, the Open Molecules 2025 dataset).

Structure (XYZ):
```
28
Properties=species:S:1:pos:R:3:forces:R:3:nbo_charge:R:1
C 0.9782 0.0526 -3.8870 0.8 -1.8 -1.1 -0.6343
C 0.8491 0.6308 -2.5043 -1.8 0.2 0.0 -0.0535
C 1.1411 -0.2487 -1.4596 1.6 0.4 -0.8 -0.1846
C 1.2243 0.2130 -0.1445 0.2 -1.2 -0.8 -0.2826
C 0.7160 1.4698 0.0790 1.0 1.7 1.5 0.2708
O 0.9519 2.2375 1.2078 0.0 -0.5 2.3 -0.7122
C 0.2281 2.3429 -0.8874 0.1 -2.0 -2.4 -0.2447
C 0.3212 1.9463 -2.2372 0.5 -1.8 1.4 -0.1900
H 0.8391 0.7971 -4.6409 0.3 0.8 -0.5 0.2155
H 0.2278 -0.7612 -4.2755 1.2 1.2 1.5 0.2230
H 2.0521 -0.3903 -3.9842 -1.9 0.7 -0.1 0.2160
H 1.6449 -1.1971 -1.7952 -0.8 0.8 0.8 0.2121
H 1.7515 -0.4727 0.5463 -0.6 1.0 0.0 0.2306
H 1.0182 1.8237 2.1127 -0.2 0.0 -1.8 0.4900
H -0.1676 3.2778 -0.5804 -0.1 0.7 0.2 0.2292
H -0.0254 2.5949 -3.0185 0.1 0.1 -0.4 0.2154
C -0.4848 -2.8133 2.1046 0.9 3.8 0.5 -0.5957
C -0.7536 -1.2709 1.6715 -0.2 -3.4 -1.5 -0.5012
C -1.7157 -0.6851 2.6052 -0.5 1.8 1.7 0.6542
N -2.1328 0.5832 2.2435 0.5 0.7 -2.8 -0.8462
O -1.9581 -1.1552 3.7088 -0.2 0.3 -0.7 -0.6114
H 0.2368 -3.2222 1.4200 0.5 -0.2 0.0 0.1976
H -1.3884 -3.3678 2.0092 -0.6 -0.5 0.7 0.2146
H -0.0617 -2.5535 3.1306 -0.7 -1.7 -1.1 0.2298
H 0.1919 -0.7493 1.8399 -0.4 0.1 -0.6 0.2245
H -1.1707 -1.2788 0.6067 1.0 0.6 1.3 0.2261
H -2.5863 1.2201 2.8764 -0.1 -0.4 0.2 0.4043
H -1.9272 0.9762 1.2525 -0.4 -1.2 2.6 0.4028
```
Forces are in eV/Å.

## Properties
SMILES: Cc1ccc(O)cc1.CCC(N)=O
net charge: 0

=====

Entry 3:
# C10H15NO2

C10H15NO2 as an isolated structure at a distorted geometry (wB97M-V/def2-TZVPD, the Open Molecules 2025 dataset).

Structure (XYZ):
```
28
Properties=species:S:1:pos:R:3:forces:R:3:nbo_charge:R:1
C 4.3059 0.6728 -0.0575 1.2 2.6 0.1 -0.2746
H 5.1250 0.2528 0.5756 -0.9 0.5 0.4 0.1653
O 3.6773 -0.2713 -0.7847 -4.7 -4.2 0.4 -0.5351
C 2.7893 -1.1490 0.1029 -7.0 3.9 -12.2 -0.0788
C 1.4280 -0.6322 0.3745 -3.0 2.6 6.2 0.0985
C 0.6262 0.0230 -0.6617 0.6 1.2 -2.4 -0.2939
N -0.5529 0.7747 -0.1553 8.4 7.2 -2.3 -0.5500
C -1.7630 0.4125 -0.3289 -0.3 -6.2 0.1 0.0198
C -2.0540 -0.9486 -0.1806 2.0 -4.8 0.7 -0.2313
C -3.2582 -1.4722 0.0679 -3.7 1.5 0.4 -0.2035
C -4.4161 -0.3395 0.1496 -1.9 -9.8 1.0 -0.1775
C -4.2129 0.9158 -0.0861 8.0 -5.0 -0.4 -0.2402
C -2.7974 1.0986 -0.2661 -6.5 12.9 -0.1 -0.1419
H -2.6111 2.4296 -0.2110 0.0 -3.8 -0.4 0.1419
H -4.9359 1.5090 -0.0740 -5.4 5.8 0.0 0.2097
H -5.4367 -0.9317 0.3864 2.0 2.1 -0.6 0.2016
H -3.4417 -2.6501 0.2172 0.2 3.2 -0.3 0.2353
H -1.2296 -1.7408 -0.0376 -0.8 1.5 -0.7 0.2006
H -0.3281 1.9797 -0.6567 -1.4 -4.7 2.3 0.3756
H 1.3576 0.7929 -1.1333 -1.3 -1.4 0.5 0.2324
H 0.3486 -0.7197 -1.4641 0.2 0.7 0.6 0.2160
O 1.5260 0.6647 1.6220 6.3 -5.5 -1.9 -0.8304
H 0.8094 1.1701 1.6280 -5.3 3.0 -0.6 0.4514
H 0.7123 -1.1786 1.1735 2.1 0.2 -2.3 0.2508
H 3.2918 -1.1712 0.8045 8.2 -1.4 12.7 0.1654
H 2.5958 -2.0271 -0.4053 0.3 -2.1 -1.1 0.1990
H 4.8041 0.9939 -0.9435 1.4 2.0 0.0 0.1997
H 3.6404 1.5418 0.3443 1.2 -1.8 -0.1 0.1939
```
Forces are in eV/Å.

## Properties
net charge: 0

=====

Entry 4:
# C10H15NO2

C10H15NO2 as an isolated structure at a distorted geometry (wB97M-V/def2-TZVPD, the Open Molecules 2025 dataset).

Structure (XYZ):
```
28
Properties=species:S:1:pos:R:3:forces:R:3:nbo_charge:R:1
C 2.0541 -0.3535 -1.9189 -0.8 0.3 0.0 0.6974
C -1.1631 0.3387 1.4653 1.2 2.6 0.6 -0.3857
C -1.5482 0.0881 -1.1024 4.2 2.5 -0.1 -0.4092
C 0.7382 -1.5244 1.9693 -0.5 -0.8 2.3 -0.0573
C 0.2690 -0.1440 1.5402 -2.0 -1.2 -2.1 -0.2832
C -1.3790 1.1287 0.0810 -0.1 -0.9 0.5 -0.2167
C -0.3501 -0.8353 -1.1175 0.7 -0.4 2.2 -0.0741
C 0.6307 -0.7197 0.1864 -0.9 -0.1 -2.3 0.4418
C 3.4159 -0.2662 -1.2955 -0.9 -1.1 2.0 -0.7231
C -2.7458 1.8229 0.1293 -0.8 1.9 -2.3 -0.6206
N 0.9765 -0.2224 -1.0548 -0.5 0.1 -0.6 -0.4819
O 1.8295 -0.3809 -3.1050 0.5 -0.3 -0.3 -0.5798
O 1.2890 -1.8010 0.7122 0.7 -1.7 -0.8 -0.5112
H -1.8286 -0.4608 1.4572 -1.3 -1.5 0.3 0.2009
H -1.2677 0.9689 2.4232 -0.7 -0.6 -1.7 0.2081
H -2.4073 -0.3862 -0.8635 -2.7 -2.0 0.3 0.2007
H -1.6136 0.6223 -2.0779 -0.2 -0.2 0.7 0.2209
H 1.5016 -1.4485 2.6929 1.2 0.1 0.9 0.1734
H 0.1039 -2.3358 2.4009 -0.4 0.8 -0.9 0.1830
H 0.8868 0.6071 1.9007 1.4 1.4 0.5 0.2133
H -0.4141 1.7100 -0.0906 -1.7 0.0 0.1 0.2223
H -0.5209 -1.8670 -1.4973 0.8 0.8 0.1 0.2152
H 3.6427 -1.1845 -0.6384 -0.1 0.9 -1.6 0.2515
H 3.3115 0.4564 -0.4661 0.5 0.4 -0.7 0.2298
H 4.0773 -0.0262 -2.1126 0.7 0.0 0.4 0.2488
H -3.6497 1.1866 -0.1464 1.4 0.4 0.2 0.2088
H -2.8383 2.7828 -0.5207 0.4 -1.8 0.5 0.2175
H -3.0003 2.2438 1.0490 -0.1 0.4 2.0 0.2095
```
Forces are in eV/Å.

## Properties
net charge: 0

=====

Entry 5:
# C10H15NO3

A 2-piece molecular cluster, C10H15NO3 overall at a distorted geometry (wB97M-V/def2-TZVPD, the Open Molecules 2025 dataset).

Structure (XYZ):
```
29
Properties=species:S:1:pos:R:3:forces:R:3:nbo_charge:R:1
C -2.0577 0.3311 -0.4612 1.8 0.1 1.2 -0.2515
C -1.1862 1.2922 -0.0458 2.7 -2.1 -0.5 0.3976
C -1.4247 -0.9762 -0.1777 0.3 -1.9 -0.5 0.5897
C 0.3362 0.6511 0.4192 -1.4 1.2 -2.0 0.3009
C 2.1751 0.4236 -0.6242 -3.8 0.3 3.7 0.4168
C -0.1311 -0.7738 0.6852 0.7 -0.9 0.8 -0.2558
C -3.3736 0.6079 -1.0273 -1.9 -0.7 -1.4 -0.6416
C 2.2515 0.3719 -2.0631 -0.5 1.2 -1.4 -0.7460
C 0.8635 -1.8886 0.3441 -0.3 0.3 -1.7 -0.6010
C -0.4184 -0.8511 2.1823 1.7 -0.7 1.0 -0.5872
N 2.8873 0.2727 0.3973 1.9 0.8 -1.4 -0.7322
O -1.3913 2.6005 -0.0828 -1.9 -1.1 -1.5 -0.6521
O -1.7392 -2.1245 -0.5519 -0.1 2.8 0.7 -0.5825
O 0.7675 1.4767 1.4206 2.3 -0.4 0.3 -0.7716
H -4.2130 0.6675 -0.2925 0.8 0.2 -0.4 0.2288
H -3.7013 -0.2109 -1.7340 0.5 0.6 0.7 0.2357
H -3.3255 1.5177 -1.6516 -0.2 -0.2 0.5 0.2258
H 2.8823 1.2478 -2.3497 -0.4 -0.6 -0.2 0.2528
H 1.2429 0.4371 -2.6002 1.5 -0.1 1.0 0.2601
H 2.7598 -0.5382 -2.3112 0.4 -0.5 -0.6 0.2451
H 1.7715 -1.9655 0.9478 -0.6 -0.1 0.3 0.2220
H 1.2259 -1.6741 -0.6753 0.0 -0.2 0.1 0.1856
H 0.2557 -2.7807 0.1862 0.4 -0.3 0.6 0.2508
H -0.8010 -1.7712 2.5959 -0.1 -0.9 -0.6 0.2200
H -1.1388 -0.1626 2.4824 -1.1 1.7 0.5 0.2086
H 0.5326 -0.6766 2.7785 -1.1 0.1 -0.8 0.2131
H 3.9371 0.1939 0.2283 -1.5 -0.1 0.1 0.3609
H 1.7988 1.3089 1.4953 -2.2 0.1 -0.2 0.5109
H -0.7856 2.9936 0.4853 2.1 1.3 1.7 0.4963
```
Forces are in eV/Å.

## Properties
net charge: 0

=====

Entry 6:
# C10H15NO3S

C10H15NO3S as an isolated structure at a distorted geometry (wB97M-V/def2-TZVPD, the Open Molecules 2025 dataset).

Structure (XYZ):
```
30
Properties=species:S:1:pos:R:3:forces:R:3:nbo_charge:R:1
C 0.3038 -0.5427 2.2826 0.3 -0.9 -1.4 0.6719
C 2.9151 -1.3825 0.5598 1.4 0.4 0.0 0.4593
C 1.9444 -2.5630 0.3910 0.4 -0.6 -2.0 -0.3939
C 0.6160 -2.2753 0.9786 1.0 4.3 -1.0 0.0202
C 0.4619 -0.3726 0.7525 -0.1 -3.6 1.0 -0.2389
C 1.6460 -2.8461 -1.1644 1.1 2.4 -2.0 -0.6178
C -2.2564 2.0755 -0.4972 -1.9 0.5 3.0 -0.6126
C -0.1349 2.6161 0.7395 -0.9 -0.9 1.7 -0.6351
C -0.6227 0.1860 -0.1090 1.1 3.2 0.1 0.0208
C -1.1829 1.5314 0.4872 -0.2 -0.5 0.3 -0.2106
N 0.4134 -1.9322 2.3397 -0.5 1.0 -0.5 -0.6449
O 0.1923 0.2792 3.1208 -0.2 0.7 1.4 -0.5479
O 4.1081 -1.4210 0.7791 -1.8 -0.4 -0.4 -0.5143
O -0.1500 0.3639 -1.4274 1.7 0.5 -0.2 -0.7218
S 2.0946 0.2128 0.3851 0.2 -0.1 0.3 0.2411
H 2.5457 -3.3960 0.7620 -0.4 -0.2 0.3 0.2549
H -0.1984 -2.5662 0.3913 -1.3 -1.1 -0.3 0.2034
H 1.1277 -1.9193 -1.7704 1.6 -1.8 1.9 0.2414
H 0.9107 -3.5947 -1.3284 -0.6 -1.0 0.5 0.2186
H 2.5541 -3.1825 -1.8047 -1.3 0.8 1.4 0.2326
H -1.8081 2.2935 -1.4127 0.7 0.6 -1.5 0.2180
H -3.1731 1.4431 -0.6976 1.2 0.3 0.4 0.2089
H -2.6664 3.0278 0.0098 0.6 -1.2 -1.1 0.2075
H 0.5225 2.3479 1.5711 0.0 0.0 -0.1 0.2281
H -0.6577 3.5030 1.0454 -0.2 0.6 0.2 0.2175
H 0.4456 2.8637 -0.0901 0.9 0.3 -1.6 0.2014
H -1.5527 -0.2600 -0.1977 -1.3 -2.4 0.0 0.2074
H -1.6191 1.2299 1.4983 0.3 0.5 -1.3 0.2123
H 0.8506 -2.4340 3.0557 0.4 -0.7 1.5 0.4027
H 0.8085 0.6862 -1.3521 -1.9 -0.6 -0.4 0.4700
```
Forces are in eV/Å.

## Properties
net charge: 0

=====

Entry 7:
# C10H15NS

A 2-piece molecular cluster, C10H15NS overall at a distorted geometry (wB97M-V/def2-TZVPD, the Open Molecules 2025 dataset).

Structure (XYZ):
```
27
Properties=species:S:1:pos:R:3:forces:R:3:nbo_charge:R:1
C 3.1834 -2.3159 -0.5239 1.4 -0.9 0.3 -0.2586
C 1.5362 -3.0906 0.9649 -0.7 -0.6 2.6 -0.2512
C 4.1788 -2.7447 0.4223 -2.2 0.9 -2.3 0.0553
C 2.5891 -3.4524 1.8251 -1.4 0.3 -0.8 0.0429
C 1.8513 -2.5157 -0.2377 -0.5 -0.3 -0.7 0.0036
C -4.7894 3.6982 0.8367 -0.7 -0.3 -4.1 -0.8005
C -2.4402 4.8009 -0.5026 -0.5 -1.1 -3.1 -1.0412
C 0.7929 -2.2594 -1.2635 1.0 3.0 -1.1 -0.4637
C 0.1898 -0.8223 -1.1465 1.1 -0.9 0.3 -0.1583
C 0.8199 0.2752 -0.7123 1.8 -2.8 0.9 -0.4027
N 3.8647 -3.2845 1.5597 0.5 -0.5 1.0 -0.4258
S -3.2496 3.4225 -0.1387 -0.1 0.2 0.1 0.6887
H 3.4093 -2.0674 -1.5629 0.4 0.3 0.5 0.2165
H 0.4789 -3.2489 1.3680 1.5 0.2 -1.0 0.2216
H 5.1947 -2.7740 0.1716 1.4 0.4 -0.4 0.1883
H 2.3837 -3.9676 2.7281 -0.3 -0.3 0.9 0.1863
H -5.2913 2.7795 0.9992 -0.1 -0.9 1.2 0.2283
H -4.5083 4.3946 1.5155 0.4 1.5 2.9 0.2199
H -2.3871 4.9334 -1.6263 0.1 0.2 1.8 0.2314
H -2.1427 5.4975 0.2139 0.3 1.0 0.8 0.2126
H 1.2338 -2.2860 -2.3022 -0.3 -0.1 1.0 0.2229
H -0.0050 -2.9324 -1.2782 -1.1 -1.3 0.4 0.2218
H -0.8520 -0.7555 -1.4637 0.3 0.2 -0.2 0.1986
H -5.4624 4.2148 0.1416 0.2 0.1 -0.1 0.2220
H 0.2700 1.1128 -0.7989 -1.6 3.1 0.0 0.1915
H 1.8121 0.3836 -0.1677 -1.2 -0.6 -1.1 0.2100
H -2.6608 3.0044 0.9786 0.4 -0.6 0.4 0.0396
```
Forces are in eV/Å.

## Properties
net charge: 0

=====

Entry 8:
# C10H15NSi

One molecule with the formula C10H15NSi at a distorted geometry (wB97M-V/def2-TZVPD, the Open Molecules 2025 dataset).

Structure (XYZ):
```
27
Properties=species:S:1:pos:R:3:forces:R:3:nbo_charge:R:1
C -3.9319 0.2556 0.4293 1.6 -1.1 0.9 -0.6392
C -2.5494 0.0504 -0.1003 -0.7 1.4 -2.4 0.0033
C -1.8713 0.8508 -1.0063 1.8 -5.4 1.9 -0.2080
C -0.4103 0.2441 -1.1058 -1.3 3.7 2.6 -0.2895
C 0.5689 1.4238 -0.6969 0.5 -3.3 2.3 -0.7598
Si 2.4041 0.5835 -0.3510 -3.0 -0.3 1.9 1.4771
C 2.7265 1.2616 1.3422 0.4 -0.6 -0.3 -1.1124
N 2.2659 -1.0926 0.2159 -1.8 0.2 -0.7 -0.7991
C 1.8180 -2.1707 -0.5956 -0.8 -0.9 -1.2 -0.2309
C 0.7413 -1.6118 0.3173 2.8 -0.7 1.4 -0.1080
C -0.4273 -0.7720 -0.0573 -0.1 -2.5 -0.2 0.0168
C -1.6995 -0.9918 0.3848 2.8 0.5 0.2 -0.2397
H -3.7106 0.6237 1.4071 -0.7 0.4 1.0 0.2195
H -4.5527 -0.6133 0.4947 0.2 -1.2 0.4 0.2188
H -4.5767 0.8550 -0.0953 -0.9 2.3 -1.4 0.2209
H -1.9185 1.8441 -1.1623 -1.1 3.1 -1.2 0.1994
H -0.0998 -0.0386 -2.0477 0.4 -1.1 -2.2 0.2318
H 0.6386 2.0303 -1.5153 0.0 2.2 -1.9 0.2091
H 0.0873 1.8877 0.2182 1.1 -0.2 -1.0 0.2248
H 3.2487 0.5155 -1.4980 0.8 0.4 -0.8 -0.1930
H 1.7211 1.5263 1.6934 0.7 0.9 0.1 0.2465
H 3.0498 0.4428 1.9647 0.0 -0.6 0.1 0.2543
H 3.5843 1.8978 1.3509 -0.1 1.5 0.5 0.2397
H 2.2559 -3.2153 -0.3874 -0.8 1.7 -0.4 0.2001
H 1.6104 -1.9411 -1.6772 0.4 -0.6 0.8 0.1757
H 0.8104 -2.1547 1.2982 -1.2 0.6 -1.0 0.2242
H -1.7831 -1.6911 1.1798 -1.0 -0.5 0.5 0.2176
```
Forces are in eV/Å.

## Properties
SMILES: CC1=C[C@H]2C[Si@@H](C)N3C[C@@H]3C2=C1
net charge: 0

=====

HOMO-LUMO gap values, unit eV, following the record order: 9.30, 9.18, 8.82, 9.51, 8.92, 10.15, 8.08, 8.71.
Energy relative to the best compared isomer or geometry (same formula, charge and spin) values, unit kJ/mol, following the record order: 91.9, 186.0, 1117.9, 375.8, 353.6, 157.7, 423.5, 279.9.
LUMO energy values, unit eV, following the record order: 0.86, 0.59, 0.60, 0.83, 0.47, 0.63, 0.62, 0.88.